No. 1
Computed, not measured: a cluster of 2 separate species, C7H13O3Si in total, with ωB97M-V/def2-TZVPD.

The geometry in XYZ format:
```
24
Properties=species:S:1:pos:R:3:forces:R:3
C -0.9033 -0.0032 -0.6615 -0.1852 -0.9871 -0.1658
C -1.6140 -1.1465 -0.7057 0.6362 2.0889 1.2051
C -0.3799 1.2290 -2.8955 -0.0436 -1.3618 -0.9611
C -1.5433 -2.2285 0.3524 0.3774 -1.4763 -1.7308
C 0.4306 2.2302 0.9545 -0.0485 -1.5219 -2.9713
C 2.0206 0.1397 -0.4740 -2.3831 -4.3327 1.0239
C 0.9469 -0.2613 2.4157 -1.4265 -2.3332 -0.6558
O 0.0891 0.3825 -3.5670 0.2063 -0.2539 0.6310
O -0.8447 2.2673 -2.6840 -0.4357 1.5553 0.7582
O -2.6397 -1.4153 -1.5784 -1.2891 0.9349 -2.3589
Si 0.4158 0.3290 0.5652 1.1419 1.5184 0.2442
H -0.4880 -2.3620 0.5675 0.0856 0.1818 0.5934
H -2.1176 -1.9936 1.2501 -0.0919 -0.3577 -0.1580
H -1.7779 -3.2180 -0.1588 -0.4427 0.9327 0.9894
H 1.3827 2.6146 1.1869 1.1875 0.4066 0.7900
H 0.1130 2.7345 0.0385 0.1253 -0.0486 -0.2868
H -0.3251 2.4652 1.6030 -1.6624 0.7159 2.2762
H 1.9540 -0.9596 -0.8533 0.1511 1.7747 0.1887
H 1.9091 0.7836 -1.2503 -0.3335 1.7239 -2.6466
H 2.9675 0.2355 -0.0939 2.3031 0.4502 1.4598
H 1.9902 -0.5647 2.2477 -0.1501 0.1812 0.4417
H 0.8494 0.5748 3.0913 0.1780 0.2774 0.1622
H 0.3922 -1.1707 2.9086 0.9557 1.5716 -0.9927
H -2.8275 -0.6625 -2.2589 1.1443 -1.6401 2.1638
```
Forces are in eV/Å.

## Properties
- 2S+1 = 1
- orbital gap (eV) = 6.7
- charge = -1
- E_HOMO (eV) = -3.1

No. 2
Computed, not measured: an isolated molecule of C5H12N2, with ωB97M-V/def2-TZVPD.

The geometry in XYZ format:
```
19
Properties=species:S:1:pos:R:3:forces:R:3
C -1.6566 -1.4481 0.0305 -0.0315 0.3622 -0.6789
C -1.0229 -0.2649 -0.7158 0.2369 0.1673 1.0148
N -1.9236 0.4341 -1.6152 -0.1397 0.2283 -0.2653
C -0.3615 0.7546 0.2660 -0.6412 -0.3791 -0.8712
C 0.9385 0.2823 0.8228 0.0442 0.0926 0.4574
C 2.1038 0.6960 0.3486 0.3564 0.1243 -0.4951
N 3.3963 0.3207 0.7638 -0.0988 -0.1039 0.4120
H -0.9081 -1.9662 0.6192 0.0444 -0.1813 0.1933
H -2.4739 -1.1105 0.6728 0.0696 0.0050 0.0542
H -2.0724 -2.1293 -0.7171 0.0135 -0.1532 0.2040
H -0.1748 -0.6320 -1.2875 -0.0639 -0.1483 -0.4002
H -2.8003 0.6959 -1.1787 0.0935 -0.0471 0.1646
H -2.1597 -0.1123 -2.4325 0.0567 -0.1275 0.0313
H -1.0803 1.0324 1.0422 0.0640 -0.0880 0.1402
H -0.2136 1.6414 -0.3454 0.1979 0.1999 0.0418
H 0.9453 -0.3860 1.6771 -0.1126 -0.0779 0.0928
H 2.1345 1.3312 -0.5355 -0.1208 0.1925 0.1951
H 3.3786 -0.2739 1.5846 -0.0674 -0.0398 -0.0576
H 3.9507 1.1346 1.0002 0.0989 -0.0259 -0.2332
```
Forces are in eV/Å.

## Properties
- 2S+1 = 1
- SMILES string = C[C@@H](N)C/C=C/N
- orbital gap (eV) = 9.5
- charge = 0
- E_HOMO (eV) = -8.3

No. 3
Computed, not measured: a structure of composition C4H3Cl3, with ωB97M-V/def2-TZVPD.

The geometry in XYZ format:
```
10
Properties=species:S:1:pos:R:3:forces:R:3
C 0.2030 0.3109 -1.5015 0.1620 0.7266 -3.4970
C 1.1308 0.3960 -2.4196 5.1203 -0.3340 0.4109
C -0.7660 0.4135 -2.6508 -5.0327 -0.1372 1.5989
C 0.1927 0.1096 -0.0536 -1.6448 0.0512 4.0487
Cl 2.2901 0.3824 -3.5884 -0.1188 -0.0336 0.8725
Cl -1.0215 -0.8723 -3.7928 0.3167 0.3167 0.3917
Cl -1.1853 1.9663 -3.2073 -0.0876 -0.0454 0.0156
H 0.6433 0.8582 0.6793 -0.3712 -0.0007 -1.7775
H 0.7797 -0.7451 0.2558 0.0142 -0.6493 -0.3992
H -0.8446 -0.0315 0.4793 1.6420 0.1057 -1.6646
```
Forces are in eV/Å.

## Properties
- 2S+1 = 3
- orbital gap (spin up / spin down) (eV) = 6.2 / 8.1
- charge = 0
- E_HOMO (spin up / spin down) (eV) = -5.6 / -9.6

What did the second record say?
Computed, not measured: an isolated molecule of C5H12N2, with ωB97M-V/def2-TZVPD.

The geometry in XYZ format:
```
19
Properties=species:S:1:pos:R:3:forces:R:3
C -1.6566 -1.4481 0.0305 -0.0315 0.3622 -0.6789
C -1.0229 -0.2649 -0.7158 0.2369 0.1673 1.0148
N -1.9236 0.4341 -1.6152 -0.1397 0.2283 -0.2653
C -0.3615 0.7546 0.2660 -0.6412 -0.3791 -0.8712
C 0.9385 0.2823 0.8228 0.0442 0.0926 0.4574
C 2.1038 0.6960 0.3486 0.3564 0.1243 -0.4951
N 3.3963 0.3207 0.7638 -0.0988 -0.1039 0.4120
H -0.9081 -1.9662 0.6192 0.0444 -0.1813 0.1933
H -2.4739 -1.1105 0.6728 0.0696 0.0050 0.0542
H -2.0724 -2.1293 -0.7171 0.0135 -0.1532 0.2040
H -0.1748 -0.6320 -1.2875 -0.0639 -0.1483 -0.4002
H -2.8003 0.6959 -1.1787 0.0935 -0.0471 0.1646
H -2.1597 -0.1123 -2.4325 0.0567 -0.1275 0.0313
H -1.0803 1.0324 1.0422 0.0640 -0.0880 0.1402
H -0.2136 1.6414 -0.3454 0.1979 0.1999 0.0418
H 0.9453 -0.3860 1.6771 -0.1126 -0.0779 0.0928
H 2.1345 1.3312 -0.5355 -0.1208 0.1925 0.1951
H 3.3786 -0.2739 1.5846 -0.0674 -0.0398 -0.0576
H 3.9507 1.1346 1.0002 0.0989 -0.0259 -0.2332
```
Forces are in eV/Å.

## Properties
- 2S+1 = 1
- SMILES string = C[C@@H](N)C/C=C/N
- orbital gap (eV) = 9.5
- charge = 0
- E_HOMO (eV) = -8.3